Molecular formula: C2H3NO4
Method: DFT, the ωB97M-V functional and the def2-TZVPD basis

Geometry as XYZ:
```
10
Properties=species:S:1:pos:R:3:nbo_charge:R:1
C -2.34302 0.47173 1.08219 0.8516
C -4.64203 2.33356 -1.63392 1.0181
N -2.09157 1.60058 0.74514 -0.7488
O -2.79874 -0.42678 1.67275 -0.5144
O -4.84639 1.25017 -1.94262 -0.5173
O -0.22339 0.04684 -1.20284 -0.9278
O -4.25526 3.37293 -1.43033 -0.5009
H 0.49495 -0.19921 -0.52289 0.4679
H -1.54833 2.00306 0.11672 0.4095
H -0.65853 -0.75404 -1.20577 0.4621
```

Computed properties:
LUMO level   0.3 eV
ΔE to the lowest compared entry with this formula, charge and spin   10.5 kcal/mol
Calculated total energy   -433.7469 a.u.
Structure (SMILES)   N=C=O.O=C=O.O

***

Molecular formula: C2H3NO4
Method: DFT, the ωB97M-V functional and the def2-TZVPD basis

Geometry as XYZ:
```
10
Properties=species:S:1:pos:R:3:nbo_charge:R:1
C -0.82632 -0.81942 -0.78640 0.7628
C 0.25471 -0.93747 0.29135 0.7036
N -0.07837 1.71903 0.30473 -0.4936
O 0.45096 0.68403 -0.46314 -0.5175
O 1.40017 -1.53454 -0.11284 -0.6857
O -1.80636 -0.58258 -1.31852 -0.3671
O -0.18544 -0.92896 1.41920 -0.5934
H 1.91427 -0.89055 -0.62491 0.5111
H -0.08144 1.41092 1.28003 0.3527
H -1.04219 1.87955 0.01051 0.3272
```

Computed properties:
LUMO level   -0.4 eV
ΔE to the lowest compared entry with this formula, charge and spin   106.2 kcal/mol
Calculated total energy   -433.5943 a.u.

***

Molecular formula: C2H3NOPS
Method: DFT, the ωB97M-V functional and the def2-TZVPD basis

Geometry as XYZ:
```
9
Properties=species:S:1:pos:R:3:nbo_charge:R:1
C -1.41345 0.12717 -0.05353 0.5386
C -0.08738 -0.22156 0.22910 -0.7502
N -2.54311 0.28504 -0.39179 0.0817
O -3.83698 0.20791 -0.53904 -0.5343
P -5.18700 -0.14952 0.72638 0.8821
S -6.72513 0.19461 -0.34081 -0.1348
H 0.47132 -0.20060 -0.68166 0.3041
H -0.18906 -1.25563 0.49752 0.2974
H 0.40269 0.41330 1.08683 0.3153
```

Computed properties:
LUMO level   -5.8 eV
Charge   +1
ΔE to the lowest compared entry with this formula, charge and spin   22.7 kcal/mol
Calculated total energy   -947.1699 a.u.
Structure (SMILES)   CC#[N+]OP=S